# C7H13N2OS

The ion C7H13N2OS with charge +1 in a non-equilibrium geometry (ωB97M-V/def2-TZVPD, OMol25).

```
24
C7H13N2OS, DFT ωB97M-V/def2-TZVPD
S -2.35093 0.54168 -1.25230
O -1.75658 1.34282 1.73950
N 1.55489 0.45358 0.11506
N -1.10297 -1.09661 0.49010
C 0.47225 0.28000 -0.87229
C 1.84482 -0.85910 0.79138
C -2.26392 -1.51188 0.42668
C -0.90659 0.18600 -0.16149
C -1.12315 1.34772 0.72812
C 2.74994 0.98055 -0.69264
C -3.28157 -0.78299 -0.36008
H -2.31689 -2.47679 1.04020
H 2.98435 0.28441 -1.38138
H -4.01094 -0.34856 0.23042
H 3.54160 1.03660 0.05029
H -3.69750 -1.59756 -1.02388
H 0.47670 1.13557 -1.56343
H 2.65388 -0.77632 1.64848
H 1.30858 1.04745 0.88929
H -0.60729 2.28290 0.25408
H 0.89732 -1.00704 1.34100
H 1.87273 -1.75678 0.24053
H 2.50064 1.89120 -1.04157
H 0.56061 -0.59684 -1.63609
```

Kohn-Sham gap = 9.708 eV
multiplicity = 1
LUMO = -3.09 eV
SMILES = C[NH+](C)C[C@]1(C=O)N=CCS1
total charge = +1
E_HOMO = -12.80 eV

# C19H23N3O3S2

An isolated molecule of C19H23N3O3S2 in a non-equilibrium geometry (ωB97M-V/def2-TZVPD, OMol25).

```
50
C19H23N3O3S2, DFT ωB97M-V/def2-TZVPD
S 1.40024 -0.42727 -3.34762
S -1.22254 -1.68780 -3.26682
O 5.00771 -1.51398 -1.58419
O -1.40757 -1.28810 0.62151
O -3.89182 0.41327 -2.83926
N 0.86725 -2.06113 -1.19241
N -2.59013 -0.57043 -1.20260
N 2.19927 -2.02668 -0.86347
C -2.02530 2.13600 -0.13821
C -4.05196 1.06428 0.90500
C 2.76271 -2.33115 0.28261
C 4.13169 -2.00195 0.65564
C 4.38775 -2.15268 2.01790
C -3.16754 1.99313 -1.09092
C 5.23174 -1.77221 -0.22610
C 0.39853 -1.50283 -2.45013
C 6.83465 -1.72035 1.45610
C -1.92871 3.52676 0.55702
C -3.28145 0.51398 -1.76824
C 5.79221 -2.03767 2.38591
C -2.42678 -1.87767 -1.90225
C 6.56651 -1.71014 0.15760
C -2.48627 0.95985 0.83553
C -0.69021 1.97351 -0.80047
C -4.45625 2.05278 -0.24910
C -1.84626 1.07167 2.27643
C -2.17062 -0.44104 0.11256
H -0.75890 0.97935 2.29968
H 4.06002 -1.45736 -1.71160
H -5.36239 1.76887 -0.81680
H -2.70204 3.76781 1.34022
H -0.33677 2.90190 -1.33178
H -3.14654 2.78746 -1.79295
H 7.85959 -1.55722 1.80903
H 5.99255 -2.10759 3.45442
H -2.00505 2.00114 2.75052
H -4.53628 0.11315 0.68017
H -4.58433 3.02599 0.27281
H 0.01859 1.62060 0.03166
H -0.96394 3.70685 1.13828
H 2.08392 -2.40547 1.15701
H -1.95883 -2.62606 -1.13545
H -3.43041 -2.28242 -2.22925
H -1.96309 4.19085 -0.30822
H -0.74967 1.13233 -1.50914
H 7.31811 -1.25297 -0.53334
H 0.22044 -2.38520 -0.51873
H 3.55699 -2.33893 2.67755
H -4.41305 1.49139 1.91180
H -2.13582 0.34338 3.02215
```

Kohn-Sham gap = 7.590 eV
multiplicity = 1
LUMO = -0.53 eV
SMILES = CC1(C)[C@@H]2CC[C@@]1(C)C(=O)N(CSC(=S)N/N=C/c1ccccc1O)C2=O
E_HOMO = -8.12 eV

# C24H34MgN3O5Sb

A structure of composition C24H34MgN3O5Sb in a non-equilibrium geometry (ωB97M-V/def2-TZVPD, OMol25).

```
68
C24H34MgN3O5Sb, DFT ωB97M-V/def2-TZVPD
Sb -2.39683 -0.06159 -0.80636
Mg 0.27877 -0.36859 -0.27839
O -0.26041 -0.80387 1.66149
O 1.13889 -1.91436 -0.39975
O 1.83318 -1.07578 2.44489
O 3.20812 2.08682 0.29174
O 3.25693 -4.66589 0.14881
N 3.37158 -2.77507 2.07296
N 1.09962 1.20035 0.45423
N 1.34524 0.29206 -2.06129
C 4.27330 -1.19703 0.43140
C -5.36067 0.74748 -1.69550
C -2.37244 -0.47633 -2.96537
C 4.72022 -1.90511 -1.80665
C 1.14988 1.08124 1.89085
C 1.99538 -2.55777 2.39089
C -4.34149 0.98214 -0.60077
C 3.12210 -5.68304 -0.80926
C 4.22611 -3.16688 -1.50989
C 3.74610 -3.45851 -0.23863
C -3.15660 -1.68483 -3.44090
C -0.56794 -5.06401 0.04274
C 2.17342 1.64093 -0.18474
C -0.29061 -5.35091 1.36877
C 1.04579 -3.33512 1.52618
C 3.79111 -2.45665 0.74783
C 0.50570 -4.48360 2.09137
C -2.96180 -2.00235 0.00505
C -4.40901 -2.44385 -0.12630
C 0.82726 -0.37792 2.03372
C 0.73851 -3.01277 0.18822
C -0.06611 -3.91565 -0.52686
C 4.73354 -0.91334 -0.84492
C 1.95812 1.56976 -1.70823
H -3.00128 -1.83525 -4.51051
H -2.71997 0.42669 -3.47090
H 4.24159 -3.92632 -2.27616
H -5.07964 -1.72934 0.35021
H 1.84207 -2.87318 3.43232
H 2.03031 -0.44066 -1.88118
H 2.62344 -6.50154 -0.29396
H -4.22222 -1.54728 -3.27379
H 1.28405 2.38273 -1.99551
H 1.15004 0.27197 -3.05953
H -4.75178 0.68202 0.36368
H -2.28960 -2.72727 -0.45579
H 4.30169 -0.42597 1.19117
H 0.71865 -4.69670 3.12906
H -4.53546 -3.40941 0.36473
H 0.37409 1.69660 2.36167
H 2.92260 1.71721 -2.20894
H -0.67155 -6.24778 1.83219
H 5.10330 -1.70242 -2.79724
H -0.28790 -3.66538 -1.55732
H -1.16872 -5.74413 -0.54521
H -2.82774 -2.58508 -2.92328
H 2.14305 1.31967 2.28441
H -6.25731 1.33858 -1.50560
H 5.09551 0.07971 -1.06412
H -4.69686 -2.55820 -1.16977
H -2.68131 -1.93952 1.05788
H -1.31433 -0.60980 -3.20524
H 2.50932 -5.36679 -1.65810
H 3.95088 -2.26967 2.73804
H 4.09775 -6.02153 -1.17132
H -4.10642 2.04501 -0.54120
H -4.96616 1.04074 -2.66401
H -5.65127 -0.29713 -1.74134
```

Kohn-Sham gap = 7.980 eV
multiplicity = 1
LUMO = 0.30 eV
E_HOMO = -7.68 eV